Formula: C39H28N10OS4Ta
Source: the Open Molecules 2025 dataset
Level of theory: ωB97M-V/def2-TZVPD

Computed properties:
LUMO energy: -4.1 eV
total charge: +1
relative energy (zero: lowest compared OMol25 entry of this formula, charge and spin): 12.99 kcal/mol

Last column: Löwdin charge in e.
Positions of all 83 atoms, in Å:
Ta -0.195 -0.247 -2.138  1.3961
S -1.732 -0.586 0.945  1.0338
S 0.038 1.650 -3.721  0.6661
S -0.621 6.751 3.958  1.0242
S -0.373 -1.050 -4.454  0.6507
O 0.620 4.754 5.204  0.0403
N 0.569 -1.149 -8.029  0.1787
N -2.125 -2.226 -2.273  0.0430
N -4.656 0.255 -1.754  0.1647
N -4.272 1.548 -1.863  0.0752
N -0.621 -1.355 -0.140  -0.3227
N 1.093 3.177 -7.035  0.1843
N -4.224 -4.026 -1.888  0.1171
N 0.226 -2.787 1.518  0.1662
N -2.459 0.435 -2.164  -0.0225
N 0.835 -2.437 -1.992  -0.0291
C 1.955 0.088 -1.829  -0.2901
C -2.995 -4.431 -2.200  -0.0784
C -0.224 -2.086 2.665  -0.2391
C 0.155 6.648 6.594  -0.0703
C -0.553 5.517 2.694  -0.5312
C 1.510 -3.008 -2.996  -0.1468
C 4.427 -2.162 -0.010  -0.0794
C -1.076 -0.703 4.904  -0.0580
C 0.671 5.092 2.188  -0.0723
C 1.594 -4.197 -0.561  0.0221
C 2.275 -4.791 -1.611  -0.0098
C 0.718 4.086 1.241  -0.0082
C -0.353 1.432 -0.863  -0.3135
C -0.410 2.416 -0.152  -0.0916
C -3.360 -1.825 -1.992  -0.2062
C 2.235 -4.181 -2.847  -0.0059
C -1.952 -3.543 -2.404  -0.0925
C -1.691 3.962 1.259  -0.0305
C 0.439 0.782 -6.317  -0.3427
C 0.164 5.856 5.313  -0.7328
C -3.527 -0.377 -1.943  -0.3320
C -1.735 4.963 2.214  -0.0839
C -0.464 3.504 0.779  -0.2396
C -1.098 -1.026 2.523  -0.4432
C 0.902 -3.024 -0.788  -0.2105
C -2.971 1.651 -2.101  -0.1313
C 0.497 -0.281 -7.278  -0.2251
C 3.089 -1.026 1.624  -0.0818
C 0.127 -2.329 0.262  -0.3485
C 0.808 2.110 -6.716  -0.2143
C -4.410 -2.719 -1.805  -0.0362
C 4.100 -1.931 1.321  -0.0878
C -1.512 -0.320 3.642  -0.0783
C 2.400 -0.380 0.606  -0.0627
C 0.080 0.522 -5.041  -1.0303
C -0.206 -1.773 5.040  -0.0579
C 2.700 -0.626 -0.737  -0.3056
C 3.735 -1.515 -1.024  -0.0640
C 0.232 -2.458 3.916  -0.0118
H 1.994 1.158 -1.628  0.0483
H -2.833 -5.497 -2.292  0.1190
H -2.186 0.520 3.529  0.1139
H 4.018 -1.683 -2.058  0.1153
H 0.940 -3.472 1.695  0.1303
H 1.668 3.748 0.850  0.1230
H 2.754 -4.594 -3.700  0.1273
H 0.135 -2.080 6.019  0.1143
H -4.955 2.283 -1.780  0.1739
H -2.684 5.311 2.600  0.1077
H 0.026 7.714 6.415  0.0681
H -5.406 -2.354 -1.586  0.1289
H 0.926 -3.286 4.014  0.1227
H 2.830 -5.706 -1.456  0.1283
H 1.626 0.342 0.850  0.1070
H -0.975 -3.901 -2.694  0.1023
H 1.083 6.464 7.131  0.0907
H 1.586 5.542 2.549  0.1191
H -0.675 6.293 7.206  0.0934
H -2.609 3.519 0.892  0.1086
H 2.424 -0.089 -2.804  0.0693
H 1.604 -4.674 0.408  0.1227
H 4.651 -2.421 2.113  0.1033
H 5.238 -2.836 -0.258  0.1089
H 2.837 -0.817 2.657  0.1078
H -2.432 2.575 -2.234  0.1322
H -1.420 -0.164 5.775  0.1152
H 1.455 -2.518 -3.955  0.0541

---

Formula: C36H27Cl2N3O8S3Y
Source: the Open Molecules 2025 dataset
Level of theory: ωB97M-V/def2-TZVPD

Computed properties:
LUMO energy: 2.2 eV
total charge: -1
relative energy (zero: lowest compared OMol25 entry of this formula, charge and spin): 32.09 kcal/mol

Last column: Löwdin charge in e.
Positions of all 80 atoms, in Å:
Y 0.160 -0.053 0.327  1.4096
Cl -1.492 -2.634 0.625  0.6734
Cl -2.856 -4.111 2.766  0.5008
S 3.043 1.089 1.020  1.0935
S -0.537 3.475 3.708  1.0802
S 0.969 5.810 1.084  1.0319
O 0.348 1.843 1.092  -0.3417
O -0.891 -0.202 2.436  -0.1530
O -2.499 0.779 3.698  0.0176
O -0.129 1.439 -1.659  -0.1159
O -1.326 -1.018 -1.846  0.0294
O -2.482 0.239 -3.285  0.1448
O 1.502 -1.612 1.011  -0.2748
O 1.834 -3.839 2.701  -0.1072
N 1.643 0.225 -2.546  0.0798
N -2.172 0.411 0.229  0.0650
N 1.418 -0.707 -1.528  -0.1071
C 2.086 3.061 -5.579  -0.1000
C -0.543 4.166 -0.132  -0.1340
C 1.805 -5.218 0.812  -0.0178
C 4.790 2.868 0.544  -0.1850
C 1.739 4.688 -3.846  -0.0814
C -2.096 -0.111 -2.058  -0.4822
C 1.674 -4.336 -1.401  -0.0711
C -1.951 0.480 2.642  -0.6275
C 1.805 -3.942 1.338  -0.2599
C 1.481 3.320 5.248  -0.1895
C 1.724 -5.434 -0.565  -0.1068
C 0.140 3.552 5.273  -0.4130
C -3.946 1.329 -1.042  0.0160
C -4.480 1.860 0.133  -0.0291
C 0.861 1.277 -2.455  -0.4627
C 2.122 4.383 -5.146  -0.1111
C 1.654 -1.919 -1.834  -0.0836
C 2.534 2.730 1.084  -0.4375
C 4.648 1.519 0.612  -0.3919
C -0.224 6.462 0.042  -0.4271
C 0.480 4.187 0.760  -0.4590
C 1.653 -2.808 0.512  -0.3430
C 1.967 3.107 3.920  -0.1171
C 1.650 -3.038 -0.885  -0.1541
C 1.314 3.681 -2.985  -0.0081
C 3.568 3.568 0.817  -0.1254
C -3.852 1.631 1.343  0.0279
C 1.068 2.958 1.461  -0.5724
C 2.551 -2.739 3.263  -0.0608
C -0.944 5.475 -0.555  -0.1828
C -2.781 0.610 -0.937  -0.1845
C 0.984 3.177 2.978  -0.4521
C 1.287 2.358 -3.411  -0.1371
C -2.680 0.891 1.355  -0.1466
C 1.677 2.054 -4.714  -0.0452
C -1.395 -3.196 2.310  -0.9142
H -0.313 7.534 -0.082  0.0565
H -5.395 2.438 0.094  0.1075
H 2.448 5.167 -5.818  0.0908
H -1.738 5.660 -1.269  0.0991
H 1.716 -6.441 -0.963  0.0902
H 1.908 -2.141 -2.870  0.1241
H 5.724 3.356 0.289  0.0948
H -4.237 2.000 2.284  0.1224
H 3.536 -2.649 2.796  0.0978
H -0.540 -3.846 2.395  0.0118
H 2.105 3.296 6.134  0.0921
H -0.494 3.728 6.131  0.0610
H 1.671 1.018 -5.032  0.1011
H 3.003 2.904 3.674  0.1086
H -1.306 -2.314 2.925  0.0174
H 5.392 0.754 0.434  0.0649
H -0.965 3.236 -0.489  0.0981
H 1.008 3.917 -1.972  0.0935
H -1.924 -0.272 -3.890  0.1403
H 2.675 -2.977 4.317  0.0862
H 1.651 -4.465 -2.480  0.1034
H 2.384 2.814 -6.591  0.0925
H 2.016 -1.803 3.145  0.0779
H 1.766 5.713 -3.495  0.0979
H 1.868 -6.048 1.508  0.1147
H -4.421 1.469 -2.004  0.1185
H 3.475 4.646 0.793  0.0803

---

Formula: C4H10N2O
Source: the Open Molecules 2025 dataset
Level of theory: ωB97M-V/def2-TZVPD

Computed properties:
LUMO energy: 0.0 eV
total charge: 0
relative energy (zero: lowest compared OMol25 entry of this formula, charge and spin): 159.50 kcal/mol

Last column: Löwdin charge in e.
Positions of all 17 atoms, in Å:
O 0.021 0.937 -2.702  -0.2447
N -1.105 0.048 0.219  0.0091
N 0.479 0.592 2.336  -0.0320
C 0.123 0.221 -0.426  -0.3145
C 0.016 -0.276 -1.843  -0.2843
C 0.564 -0.768 1.962  -0.2581
C -0.116 -0.889 0.604  -0.2832
H -0.409 1.055 2.501  0.0726
H -1.112 -0.588 -2.058  0.1221
H -0.179 -1.967 0.290  0.1502
H 0.814 1.033 -0.049  0.1508
H -1.202 0.874 0.927  0.1340
H 0.836 -1.049 -2.386  0.1570
H 1.547 -1.180 1.854  0.1089
H 1.246 1.218 1.907  0.1213
H 0.054 -1.462 2.600  0.1006
H -0.904 0.367 -3.636  0.2903

---

Formula: C4H8OS2
Source: the Open Molecules 2025 dataset
Level of theory: ωB97M-V/def2-TZVPD

Computed properties:
LUMO energy: 0.0 eV
total charge: 0
relative energy (zero: lowest compared OMol25 entry of this formula, charge and spin): 73.68 kcal/mol

Last column: Löwdin charge in e.
Positions of all 15 atoms, in Å:
S -1.343 1.783 -0.100  0.7168
S -2.199 -0.942 -0.338  0.7573
O 2.383 -0.644 0.207  0.0129
C -0.212 -0.217 1.474  -0.2011
C -0.884 0.081 0.197  -1.0949
C 0.544 -0.510 -1.286  -0.0545
C 1.802 -0.084 -0.693  -0.3617
H 2.255 0.709 -1.357  0.1244
H -0.749 -0.869 2.149  0.0727
H 0.147 0.685 2.109  0.1143
H -0.748 2.605 0.790  -0.1236
H 0.729 -0.795 1.488  0.0715
H -2.343 -0.156 -1.383  -0.1418
H 0.368 -1.500 -1.036  0.0444
H 0.249 -0.146 -2.221  0.0634